Entry 1:
{
  "formula": "C19H30N4O2",
  "method": "the ωB97M-V functional and the def2-TZVPD basis",
  "elements": ["C", "H", "C", "C", "H", "N", "C", "H", "H", "H", "H", "C", "C", "H", "H", "H", "H", "N", "C", "C", "H", "C", "C", "H", "C", "H", "C", "H", "N", "H", "H", "C", "O", "H", "H", "C", "H", "H", "H", "C", "H", "H", "C", "C", "H", "H", "H", "C", "H", "N", "C", "O", "H", "H", "H"],
  "xyz": [[-1.84, -1.19, 1.02], [-1.93, -1.80, -5.11], [1.96, 2.27, 4.01], [-1.14, 0.75, -4.26], [-2.43, -0.78, 1.83], [1.51, 2.05, -0.27], [0.76, 1.05, -0.14], [3.81, -0.63, 1.81], [0.29, -2.69, -1.89], [-2.91, -3.03, 0.93], [-1.58, -3.97, -0.89], [1.74, -0.10, -2.09], [0.94, -0.02, -3.39], [3.25, 0.95, 1.24], [2.57, 0.91, 5.59], [0.94, 1.56, 5.80], [2.99, 2.46, 3.70], [-0.31, 0.79, 0.71], [-2.20, -1.55, -4.08], [1.95, 1.80, 5.47], [2.39, 0.78, -2.03], [-0.30, -2.27, -1.09], [-1.35, -2.99, -0.52], [-4.30, -2.04, -4.29], [-2.10, -2.45, 0.51], [4.14, 0.81, 2.76], [-0.05, -1.01, -0.60], [-0.47, 1.90, 3.91], [1.37, 1.37, 3.04], [-1.35, 1.82, -4.34], [-3.18, 0.28, -4.67], [-0.80, -0.47, 0.46], [1.31, -0.44, -4.45], [-0.66, 0.40, -5.18], [-1.37, -1.84, -3.44], [3.41, 0.33, 2.12], [-1.81, 1.59, 1.88], [1.45, -0.52, 2.22], [-0.44, 2.67, 1.55], [-2.41, -0.04, -3.97], [1.35, 2.80, 0.39], [1.42, 3.22, 3.94], [2.08, 0.12, 2.84], [-3.44, -2.32, -3.67], [2.25, -0.42, 3.79], [-0.37, 0.21, 3.38], [2.34, 2.58, 6.11], [-0.72, 1.64, 1.79], [-2.75, 0.21, -2.96], [0.91, -0.08, -0.93], [-0.07, 1.24, 3.13], [-0.22, 0.60, -3.17], [-3.28, -3.39, -3.79], [2.36, -1.00, -2.13], [-3.69, -2.13, -2.63]],
  "smiles": "[H]/N=c1\\n(CCN(CC)CC)c2ccccc2n1CC(=O)OCCCC",
  "de_lowest_kcal_mol": 17.1,
  "charge": 0,
  "orbital_gap_ev": 8.22,
  "homo_energy_ev": -7.5,
  "e_lumo_ha": 0.0279
}

***

Entry 2:
{
  "formula": "C26H44BFN3O2",
  "method": "the ωB97M-V functional and the def2-TZVPD basis",
  "elements": ["H", "C", "C", "H", "C", "H", "H", "O", "C", "H", "H", "H", "H", "H", "N", "H", "H", "H", "N", "H", "H", "H", "H", "C", "H", "H", "H", "B", "C", "H", "C", "H", "C", "H", "C", "C", "C", "H", "H", "H", "C", "H", "H", "H", "H", "H", "H", "C", "H", "H", "C", "C", "H", "C", "C", "C", "F", "H", "N", "C", "H", "H", "C", "C", "H", "H", "C", "H", "H", "H", "H", "C", "C", "C", "C", "H", "O"],
  "xyz": [[-3.30, 4.96, -1.99], [-4.97, -0.35, -0.66], [-5.81, 2.10, -0.29], [1.62, -1.14, -2.57], [1.56, 0.04, -0.80], [-1.04, -1.86, 0.79], [-7.96, 0.26, -2.47], [-5.07, 3.24, 0.18], [8.07, -1.64, 2.44], [1.61, -2.07, -1.08], [4.05, 0.38, 0.67], [0.85, 0.85, -0.95], [7.17, -0.23, -0.27], [-3.49, -3.77, 0.71], [10.93, 1.21, 3.29], [-10.91, -2.52, -1.40], [-5.99, -0.71, -0.82], [-2.70, 3.65, -0.96], [-8.78, -0.15, -2.05], [9.23, 3.06, 5.36], [-3.50, -2.05, 0.92], [1.63, -0.20, 0.26], [-11.48, -0.13, -0.23], [-4.80, 4.13, -0.78], [0.06, -3.42, -1.23], [-3.64, -3.26, -1.89], [-3.80, 1.42, -0.81], [-1.53, -2.80, 0.17], [8.26, -0.67, 1.48], [-5.00, 1.25, -2.09], [3.75, 1.13, -0.05], [-8.62, -2.14, -2.80], [-10.35, -1.61, -1.48], [-3.01, -0.68, -1.52], [-0.85, -2.82, -1.33], [-10.64, -0.36, -0.87], [1.16, -1.22, -1.58], [4.67, 1.61, -0.37], [3.52, -0.30, -1.63], [12.81, 2.19, 3.07], [-0.36, -1.39, -1.74], [9.01, 0.09, 1.39], [6.48, -3.21, 2.58], [-4.77, -0.49, 0.40], [-1.44, -3.29, -2.12], [11.08, 0.42, 2.68], [-6.60, 2.40, -0.97], [6.91, -2.37, 2.06], [-3.07, 5.23, -0.25], [2.90, 1.30, -1.98], [6.45, -1.83, 0.89], [-3.94, -2.61, -1.07], [3.19, 1.88, 0.51], [11.27, 3.08, 4.42], [-3.18, -2.84, 0.23], [-3.99, -1.14, -1.52], [-1.05, -4.02, 0.88], [-0.61, -1.23, -2.79], [7.28, -0.80, 0.54], [-9.19, -1.44, -2.20], [-5.00, -2.87, -0.89], [8.94, 0.78, 3.92], [9.78, 1.45, 3.99], [11.84, 2.20, 3.54], [-4.44, -1.16, -2.51], [-9.51, 1.55, -0.99], [-9.66, 0.51, -1.24], [-0.85, -0.67, -1.10], [11.73, 3.97, 4.81], [-6.30, 1.59, 0.54], [5.60, -2.09, 0.28], [9.96, 2.60, 4.71], [-3.36, 4.51, -1.01], [2.96, 0.54, -1.21], [-4.83, 1.14, -1.02], [8.68, -1.79, 3.31], [-5.63, 4.62, -1.44]],
  "charge": -1,
  "orbital_gap_ev": 6.86,
  "homo_energy_ev": -4.8,
  "e_lumo_ha": 0.0760
}

***

Entry 3:
{
  "formula": "C2H5N2O",
  "method": "the ωB97M-V functional and the def2-TZVPD basis",
  "elements": ["H", "O", "H", "C", "N", "H", "H", "C", "N", "H"],
  "xyz": [[1.11, 1.61, -0.09], [1.51, -1.22, -1.62], [-0.73, -0.33, 1.89], [0.05, 1.04, -0.35], [0.04, -0.37, -0.01], [-0.72, 1.49, 0.28], [-0.95, -1.74, 1.14], [0.84, -0.99, -0.75], [-0.98, -0.74, 0.97], [-0.17, 1.24, -1.46]],
  "smiles": "C[N+](N)=C=O",
  "de_lowest_kcal_mol": 81.3,
  "charge": 1,
  "orbital_gap_ev": 10.10,
  "homo_energy_ev": -15.9,
  "e_lumo_ha": -0.2149
}

***

Entry 4:
{
  "formula": "C4H9NO3",
  "method": "the ωB97M-V functional and the def2-TZVPD basis",
  "elements": ["H", "C", "H", "O", "H", "C", "H", "O", "C", "H", "H", "H", "H", "N", "H", "C", "O"],
  "xyz": [[-3.33, 1.46, -0.60], [-1.57, 0.24, -0.61], [-0.70, -0.61, 1.18], [-1.61, -0.02, -1.78], [0.49, -0.79, -1.46], [-0.37, -0.14, 0.24], [0.42, -1.95, -0.31], [3.33, -1.42, 0.11], [-2.66, 0.98, 0.12], [2.77, 0.17, -1.04], [2.63, 0.08, 1.77], [-2.25, 1.71, 0.80], [-3.25, 0.26, 0.70], [0.59, -0.96, -0.46], [0.14, 0.81, 0.51], [2.85, -0.33, -0.07], [2.52, 0.52, 0.91]],
  "smiles": "CC(=O)CN.O=CO",
  "de_lowest_kcal_mol": 28.1,
  "charge": 0,
  "orbital_gap_ev": 10.13,
  "homo_energy_ev": -9.5,
  "e_lumo_ha": 0.0241
}